# 1
This record from the Open Molecules 2025 dataset describes a structure of composition C18H21NO4S at a distorted geometry. The level of theory is ωB97M-V/def2-TZVPD.

Positions of all 45 atoms, in Å:
C  -1.558  -1.305  2.556
C  -0.274  -2.264  2.335
H  0.508  -1.938  3.046
H  -0.702  -3.324  2.423
O  0.234  -2.285  0.915
C  -0.375  -2.870  0.089
O  -1.318  -3.689  0.309
C  0.362  -2.425  -1.383
H  1.359  -2.782  -1.308
H  -0.090  -3.012  -2.076
C  0.343  -0.721  -1.485
N  1.368  -0.225  -0.848
C  2.549  0.116  -1.437
O  2.670  0.516  -2.491
C  3.521  0.807  -0.512
C  4.623  1.420  -0.607
C  5.496  1.692  0.430
C  4.837  1.476  1.641
S  3.479  0.833  1.279
H  5.201  1.760  2.672
H  6.359  2.357  0.211
H  4.852  1.707  -1.603
H  1.434  -0.351  0.309
C  -1.001  -0.247  -0.986
C  -2.126  -0.718  -1.831
C  -3.261  -0.325  -1.262
C  -3.412  0.627  -0.479
C  -2.205  1.582  -0.098
C  -1.100  0.828  -0.298
H  -0.084  1.322  -0.013
H  -2.245  2.436  0.470
O  -4.706  1.228  -0.317
C  -4.798  2.467  0.601
C  -6.342  2.554  0.718
H  -6.514  3.512  1.335
H  -6.738  3.011  -0.199
H  -6.762  1.843  1.064
H  -4.352  3.298  0.341
H  -4.377  2.340  1.582
H  -4.379  -0.680  -1.482
H  -2.019  -1.859  -2.031
H  0.504  -0.657  -2.319
H  -2.457  -1.582  1.750
H  -2.100  -1.551  3.485
H  -1.391  -0.216  2.258

Output
energy above the lowest of the compared OMol25 structures with the same formula, charge and spin	333.7	kcal/mol
total energy	-1451.924474	Eh
gap between HOMO and LUMO	8.42	eV
molar mass	347.4	u
charge	0
highest occupied orbital energy	-8.45	eV

Atomic partial charges in e from the natural (NBO) method, atoms 1 to 6: C -0.67; C -0.12; H 0.21; H 0.24; O -0.50; C 0.83

# 2
This record from the Open Molecules 2025 dataset describes a structure of composition C2HFGaO2 at a distorted geometry. The level of theory is ωB97M-V/def2-TZVPD.

Positions of all 7 atoms, in Å:
C  -0.607  0.391  -0.044
C  -0.433  -0.625  -0.690
O  -0.730  1.450  0.724
H  0.161  1.646  1.278
Ga  0.441  -2.980  -1.921
O  -0.109  -1.705  -1.305
F  1.278  1.824  1.958

Output
energy above the lowest of the compared OMol25 structures with the same formula, charge and spin	0.0	kcal/mol
<S²>	0.759
total energy	-2251.713659	Eh
gap between HOMO and LUMO (spin up / spin down)	9.52 / 5.93	eV
molar mass	145.7	u
multiplicity	2
charge	0
highest occupied orbital energy (spin up / spin down)	-10.05 / -9.97	eV

Atomic partial charges in e from the Löwdin method, atoms 1 to 6: C 0.02; C -0.05; O 0.16; H 0.00; Ga 0.63; O -0.26

# 3
This record from the Open Molecules 2025 dataset describes a cluster of 3 separate species, C6H19NO3 in total. The level of theory is ωB97M-V/def2-TZVPD.

Positions of all 29 atoms, in Å:
C  0.084  1.397  0.473
C  -0.484  2.755  0.077
C  -1.744  2.627  -0.766
O  -1.396  2.046  -2.006
C  -2.487  1.450  -2.661
N  -0.792  3.537  1.273
H  0.982  1.531  1.078
H  0.388  0.836  -0.413
H  -0.665  0.781  0.974
H  0.278  3.246  -0.548
H  -2.148  3.628  -0.971
H  -2.498  2.029  -0.245
H  -3.373  2.098  -2.630
H  -2.742  0.487  -2.206
H  -2.207  1.309  -3.704
H  -0.102  3.404  2.001
H  -0.802  4.533  1.090
C  3.372  -4.293  0.587
O  3.129  -2.890  0.425
H  2.984  -4.859  -0.266
H  4.436  -4.522  0.662
H  2.863  -4.638  1.483
H  3.934  -2.475  0.110
C  -0.470  -2.136  1.088
O  0.268  -3.333  0.901
H  -1.418  -2.392  1.554
H  0.102  -1.429  1.693
H  -0.688  -1.647  0.130
H  1.194  -3.082  0.816

Output
energy above the lowest of the compared OMol25 structures with the same formula, charge and spin	42.6	kcal/mol
total energy	-520.415825	Eh
gap between HOMO and LUMO	10.02	eV
molar mass	153.2	u
charge	0
highest occupied orbital energy	-9.32	eV
SMILES	COC[C@H](C)N.CO.CO

Atomic partial charges in e from the natural (NBO) method, atoms 1 to 6: C -0.62; C -0.07; C -0.06; O -0.55; C -0.24; N -0.84

# 4
This record from the Open Molecules 2025 dataset describes a cluster of 2 separate species, C3H8IN in total at a distorted geometry. The level of theory is ωB97M-V/def2-TZVPD.

Positions of all 13 atoms, in Å:
C  -0.225  -1.503  0.096
C  -0.731  0.956  -0.698
C  -0.046  -0.017  0.315
N  1.204  0.470  0.862
I  2.959  0.178  -0.345
H  -1.271  -1.969  -0.067
H  0.291  -1.630  -0.880
H  0.351  -2.235  0.758
H  -1.737  0.752  -0.851
H  -0.182  1.121  -1.656
H  -0.647  1.955  -0.281
H  -0.941  0.467  1.760
H  0.974  1.455  0.985

Output
energy above the lowest of the compared OMol25 structures with the same formula, charge and spin	62.7	kcal/mol
total energy	-471.414267	Eh
gap between HOMO and LUMO	8.12	eV
molar mass	185.0	u
charge	0
highest occupied orbital energy	-8.62	eV

Atomic partial charges in e from the natural (NBO) method, atoms 1 to 6: C -0.70; C -0.67; C 0.17; N -0.76; I 0.17; H 0.25

# 5
This record from the Open Molecules 2025 dataset describes a structure of composition C31H32As2Cl2N3NiO11S at a distorted geometry. The level of theory is ωB97M-V/def2-TZVPD.

Positions of all 83 atoms, in Å:
Ni  1.803  1.191  2.064
N  1.858  1.704  0.194
C  1.982  3.143  0.102
C  1.940  3.859  -1.055
C  2.079  5.266  -1.004
C  2.251  5.918  0.182
C  2.280  5.194  1.399
C  2.439  5.770  2.681
C  2.431  4.972  3.790
C  2.256  3.586  3.645
N  2.111  3.024  2.468
C  2.131  3.801  1.340
H  0.987  1.357  -0.224
H  2.585  1.232  -0.347
H  1.810  3.353  -2.004
H  2.050  5.827  -1.927
H  2.365  6.994  0.204
H  2.563  6.841  2.774
H  2.548  5.384  4.782
H  2.220  2.924  4.504
C  -2.647  -1.029  1.928
O  -1.790  -1.960  1.277
C  -1.967  -2.418  0.005
O  -1.984  -3.606  -0.147
C  -1.944  -1.476  -1.185
C  -2.018  -2.063  -2.390
As  -1.904  -1.187  -4.219
C  -0.903  -2.483  -5.290
C  -0.552  -0.062  -3.361
C  -1.250  0.868  -2.674
As  -1.501  0.446  -0.792
C  -3.345  1.142  -0.696
C  -2.089  1.935  -3.313
O  -2.351  2.940  -2.694
O  -2.372  1.775  -4.601
C  -3.026  2.890  -5.234
C  0.713  -0.595  -2.770
O  1.450  0.110  -2.106
O  0.997  -1.823  -3.148
C  2.277  -2.362  -2.776
C  -2.175  -3.554  -2.568
O  -1.234  -4.239  -2.847
O  -3.415  -4.056  -2.602
C  -4.527  -3.252  -2.211
H  -2.543  -1.231  2.992
H  -3.689  -1.186  1.649
H  -2.356  0.005  1.745
H  -1.617  -2.996  -5.932
H  -0.355  -3.194  -4.684
H  -0.224  -1.896  -5.908
H  -3.824  1.118  -1.672
H  -3.327  2.165  -0.330
H  -3.921  0.518  -0.021
H  -3.034  2.658  -6.293
H  -2.479  3.809  -5.039
H  -4.042  2.988  -4.857
H  2.177  -3.437  -2.890
H  2.518  -2.107  -1.752
H  3.034  -1.973  -3.455
H  -5.410  -3.806  -2.514
H  -4.521  -2.280  -2.706
H  -4.537  -3.120  -1.129
Cl  3.234  0.499  5.740
C  4.568  0.075  4.675
Cl  4.135  0.271  2.953
H  4.822  -0.968  4.820
H  5.410  0.725  4.875
O  0.645  0.459  3.605
C  0.698  -0.629  2.982
N  1.150  -0.568  1.729
S  1.509  -2.072  1.117
O  0.679  -2.314  -0.022
O  2.924  -2.228  0.982
C  0.892  -2.914  2.553
C  0.813  -4.272  2.761
C  0.331  -4.688  4.000
C  -0.040  -3.769  4.978
C  0.044  -2.401  4.746
C  0.507  -1.989  3.511
H  1.104  -4.984  2.002
H  0.246  -5.746  4.208
H  -0.405  -4.129  5.930
H  -0.250  -1.678  5.495

Output
total energy	-9490.571382	Eh
gap between HOMO and LUMO (spin up / spin down)	7.31 / 7.31	eV
molar mass	934.1	u
charge	+1
highest occupied orbital energy (spin up / spin down)	-10.63 / -10.63	eV

Atomic partial charges in e from the Löwdin method, atoms 1 to 6: Ni 0.43; N 0.08; C -0.19; C 0.03; C -0.04; C -0.01

# 6
This record from the Open Molecules 2025 dataset describes a structure of composition C54H49N6O5PTa at a distorted geometry. The level of theory is ωB97M-V/def2-TZVPD.

Positions of all 116 atoms, in Å:
Ta  0.029  0.887  -0.930
C  -1.317  5.091  -0.606
C  -1.138  3.683  -1.095
N  -0.470  2.803  -0.306
N  -0.033  3.238  0.954
C  0.755  2.354  1.493
O  0.977  1.182  0.958
C  1.361  2.721  2.743
C  2.586  2.042  3.103
C  3.178  2.313  4.349
C  2.631  3.238  5.227
C  1.521  3.944  4.797
C  0.860  3.672  3.611
C  -1.553  3.168  -2.327
C  -2.650  3.699  -3.113
C  -3.034  2.954  -4.212
C  -2.390  1.709  -4.491
C  -1.420  1.216  -3.657
N  -1.023  1.937  -2.630
H  -1.319  5.099  0.510
H  -2.272  5.523  -0.935
H  -0.407  5.663  -0.972
H  3.036  1.350  2.450
H  4.154  1.839  4.462
H  3.075  3.283  6.222
H  1.206  4.849  5.365
H  -0.042  4.177  3.382
H  -3.125  4.639  -2.764
H  -3.973  3.109  -4.780
H  -2.647  1.205  -5.399
H  -0.898  0.318  -3.915
C  4.873  -4.070  1.692
O  4.110  -3.372  0.699
C  4.489  -3.457  -0.639
C  5.790  -3.556  -1.103
C  6.070  -3.816  -2.458
C  4.982  -3.877  -3.362
C  3.650  -3.600  -2.937
C  3.379  -3.411  -1.530
N  2.100  -2.892  -1.090
C  1.784  -1.596  -1.276
N  2.850  -0.771  -1.352
C  2.854  0.593  -1.561
C  1.771  1.333  -2.014
C  1.946  2.530  -2.728
C  3.248  3.057  -2.741
C  4.281  2.526  -1.965
C  4.098  1.266  -1.360
O  4.980  0.559  -0.580
C  6.208  1.213  -0.093
N  0.517  -1.203  -1.307
C  -0.485  -2.278  -1.563
C  -0.656  -2.596  -2.897
C  -1.469  -3.618  -3.397
C  -2.154  -4.397  -2.474
C  -1.983  -4.110  -1.109
C  -1.197  -3.035  -0.577
O  -0.285  -1.838  1.360
C  0.534  -2.193  2.502
H  4.122  -4.575  2.396
H  5.470  -3.422  2.305
H  5.470  -4.892  1.271
H  6.638  -3.287  -0.458
H  7.060  -3.995  -2.825
H  5.171  -4.223  -4.401
H  2.861  -3.591  -3.734
H  1.364  -3.495  -0.719
H  3.767  -1.236  -1.057
H  1.107  3.082  -3.216
H  3.459  3.927  -3.359
H  5.253  3.002  -1.955
H  6.740  0.459  0.530
H  5.881  2.052  0.477
H  6.864  1.486  -0.919
H  -0.080  -1.947  -3.565
H  -1.516  -3.725  -4.489
H  -2.720  -5.324  -2.659
H  -2.466  -4.746  -0.396
H  -0.018  -2.178  3.456
H  1.281  -1.376  2.564
H  0.957  -3.207  2.496
O  -1.760  0.159  -0.536
P  -2.958  -0.088  0.438
C  -1.394  -2.652  0.941
C  -1.440  -3.851  1.881
C  -2.227  -4.052  2.949
C  -3.247  -3.035  3.234
C  -3.416  -2.011  2.373
C  -2.804  -1.869  1.025
C  -4.564  0.168  -0.404
C  -5.709  0.490  0.368
C  -6.900  0.817  -0.281
C  -6.981  0.861  -1.684
C  -5.842  0.468  -2.424
C  -4.652  0.062  -1.795
C  -2.893  1.055  1.828
C  -1.874  0.805  2.847
C  -1.703  1.734  3.865
C  -2.443  2.896  3.932
C  -3.610  2.988  3.126
C  -3.742  2.233  2.012
H  -0.596  -4.525  1.689
H  -2.003  -4.901  3.555
H  -3.933  -3.129  4.033
H  -4.060  -1.251  2.782
H  -3.474  -2.407  0.365
H  -5.777  0.365  1.423
H  -7.754  1.109  0.367
H  -7.838  1.191  -2.203
H  -5.990  0.367  -3.488
H  -3.740  -0.338  -2.311
H  -1.272  -0.095  2.741
H  -0.944  1.556  4.632
H  -2.199  3.609  4.672
H  -4.406  3.715  3.406
H  -4.463  2.472  1.263

Output
energy above the lowest of the compared OMol25 structures with the same formula, charge and spin	36.7	kcal/mol
total energy	-3189.381044	Eh
gap between HOMO and LUMO	5.27	eV
molar mass	1073.9	u
charge	+3
highest occupied orbital energy	-14.88	eV

Atomic partial charges in e from the Löwdin method, atoms 1 to 6: Ta 1.98; C 0.02; C -0.21; N -0.09; N 0.13; C -0.44